1.
{"formula": "C36H57IrN2O4", "method": "ωB97M-V/def2-TZVPD", "e_above_lowest_ev": 0.000, "symbols": ["Ir", "C", "N", "C", "C", "C", "N", "C", "C", "C", "C", "C", "C", "C", "O", "C", "C", "C", "C", "C", "C", "C", "C", "C", "C", "C", "C", "C", "C", "C", "O", "C", "C", "C", "C", "C", "C", "C", "C", "H", "H", "H", "H", "H", "H", "H", "H", "H", "H", "H", "H", "H", "H", "H", "H", "H", "H", "H", "H", "H", "H", "H", "H", "H", "H", "H", "H", "H", "H", "H", "H", "H", "H", "H", "H", "H", "H", "H", "H", "H", "H", "H", "H", "H", "H", "H", "H", "H", "H", "H", "H", "H", "H", "C", "C", "O", "O", "H", "H", "H"], "positions_angstrom": [[0.010, 0.562, -0.034], [-1.586, 0.011, 2.467], [-0.327, 0.638, 2.021], [-0.340, 2.054, 2.442], [0.858, -0.047, 2.600], [1.081, -1.384, 1.909], [0.779, -1.286, 0.445], [2.003, -1.423, -0.390], [3.138, -0.489, -0.059], [4.414, -1.059, -0.076], [5.561, -0.309, 0.072], [5.387, 1.069, 0.226], [4.154, 1.694, 0.265], [2.981, 0.892, 0.152], [1.799, 1.484, 0.271], [4.053, 3.216, 0.420], [3.397, 3.569, 1.762], [3.241, 3.819, -0.738], [5.429, 3.890, 0.401], [6.969, -0.902, 0.060], [7.671, -0.588, 1.389], [7.775, -0.289, -1.094], [6.951, -2.419, -0.123], [-0.177, -2.380, 0.063], [-0.846, -2.218, -1.264], [-0.660, -3.146, -2.282], [-1.428, -3.097, -3.431], [-2.424, -2.117, -3.485], [-2.646, -1.168, -2.498], [-1.781, -1.179, -1.380], [-1.838, -0.257, -0.414], [-3.798, -0.166, -2.590], [-3.263, 1.270, -2.630], [-4.713, -0.337, -1.368], [-4.652, -0.381, -3.842], [-1.251, -4.062, -4.602], [-2.547, -4.855, -4.825], [-0.921, -3.266, -5.873], [-0.119, -5.059, -4.356], [-1.687, 0.133, 3.550], [-1.600, -1.043, 2.213], [-2.416, 0.484, 1.952], [-0.368, 2.124, 3.533], [-1.222, 2.531, 2.019], [0.547, 2.544, 2.052], [0.722, -0.190, 3.678], [1.711, 0.607, 2.435], [0.441, -2.154, 2.337], [2.117, -1.694, 2.049], [1.666, -1.290, -1.421], [2.364, -2.453, -0.288], [4.481, -2.130, -0.228], [6.274, 1.680, 0.319], [2.405, 3.132, 1.831], [3.307, 4.653, 1.864], [4.003, 3.198, 2.592], [2.216, 3.457, -0.732], [3.700, 3.561, -1.696], [3.228, 4.908, -0.652], [6.058, 3.564, 1.232], [5.292, 4.969, 0.497], [5.961, 3.703, -0.534], [7.745, 0.487, 1.558], [8.684, -0.998, 1.391], [7.122, -1.023, 2.226], [7.851, 0.795, -0.997], [7.301, -0.508, -2.052], [8.789, -0.697, -1.109], [6.410, -2.915, 0.685], [7.975, -2.799, -0.120], [6.493, -2.704, -1.072], [-0.951, -2.388, 0.830], [0.364, -3.330, 0.115], [0.088, -3.918, -2.144], [-3.059, -2.098, -4.361], [-2.723, 1.514, -1.719], [-4.093, 1.973, -2.743], [-2.594, 1.399, -3.485], [-4.161, -0.172, -0.445], [-5.138, -1.343, -1.347], [-5.537, 0.380, -1.416], [-4.079, -0.222, -4.759], [-5.474, 0.338, -3.838], [-5.086, -1.382, -3.874], [-3.387, -4.196, -5.047], [-2.801, -5.436, -3.936], [-2.430, -5.545, -5.665], [-1.715, -2.560, -6.118], [-0.795, -3.941, -6.723], [0.003, -2.700, -5.742], [-0.314, -5.683, -3.482], [0.838, -4.552, -4.212], [-0.019, -5.719, -5.220], [-0.020, 2.994, -3.144], [-0.079, 2.060, -1.985], [0.353, 0.869, -2.075], [-0.546, 2.413, -0.858], [1.024, 3.134, -3.427], [-0.468, 3.949, -2.883], [-0.541, 2.552, -3.991]]}

2.
{"formula": "C36H57N3O18", "method": "ωB97M-V/def2-TZVPD", "symbols": ["C", "C", "C", "O", "C", "O", "O", "H", "H", "H", "H", "H", "H", "C", "C", "C", "O", "C", "O", "O", "H", "H", "H", "H", "H", "H", "C", "C", "C", "O", "C", "O", "O", "H", "H", "H", "H", "H", "H", "C", "C", "C", "O", "C", "O", "O", "H", "H", "H", "H", "H", "H", "C", "C", "C", "O", "C", "O", "O", "H", "H", "H", "H", "H", "H", "C", "C", "C", "O", "C", "O", "O", "H", "H", "H", "H", "H", "H", "C", "C", "C", "C", "N", "H", "H", "H", "H", "H", "H", "H", "C", "C", "C", "C", "N", "H", "H", "H", "H", "H", "H", "H", "C", "C", "C", "C", "N", "H", "H", "H", "H", "H", "H", "H"], "positions_angstrom": [[5.143, 4.671, -23.223], [6.370, 3.980, -22.682], [6.965, 2.988, -23.554], [8.339, 3.276, -23.489], [8.493, 4.424, -22.977], [9.570, 4.992, -23.015], [7.371, 4.941, -22.588], [4.616, 5.281, -22.574], [4.413, 3.968, -23.674], [5.403, 5.328, -23.898], [6.367, 3.365, -21.789], [6.522, 3.032, -24.509], [6.738, 2.053, -23.083], [11.216, 4.688, -20.125], [11.413, 3.163, -20.167], [12.135, 2.588, -21.429], [13.066, 1.678, -20.991], [13.096, 1.844, -19.663], [13.946, 1.348, -18.981], [12.280, 2.785, -19.183], [10.107, 4.813, -20.100], [11.565, 5.049, -21.095], [11.768, 5.251, -19.339], [10.458, 2.715, -19.951], [12.731, 3.301, -22.006], [11.328, 2.270, -22.050], [13.313, 8.846, -25.073], [12.220, 8.659, -24.028], [11.584, 7.217, -23.955], [12.118, 6.743, -22.704], [12.693, 7.679, -22.054], [13.185, 7.573, -20.901], [12.781, 8.867, -22.709], [14.012, 8.121, -24.873], [13.934, 9.702, -24.859], [13.122, 8.831, -26.131], [11.435, 9.465, -24.022], [11.928, 6.670, -24.812], [10.519, 7.231, -23.775], [8.203, 5.502, -26.299], [7.537, 6.863, -26.359], [7.447, 7.537, -24.983], [8.421, 8.536, -25.129], [8.906, 8.637, -26.381], [9.764, 9.429, -26.705], [8.369, 7.727, -27.139], [8.596, 5.299, -27.337], [7.491, 4.758, -26.035], [9.099, 5.408, -25.608], [6.559, 7.056, -26.751], [7.970, 7.047, -24.129], [6.493, 7.879, -24.768], [9.895, 7.717, -18.975], [9.567, 7.789, -20.488], [8.154, 8.207, -20.638], [8.278, 9.403, -21.416], [9.519, 9.632, -21.746], [9.883, 10.470, -22.527], [10.270, 8.716, -21.249], [9.806, 8.674, -18.513], [10.917, 7.348, -19.007], [9.184, 7.072, -18.553], [9.774, 6.786, -20.997], [7.637, 8.370, -19.732], [7.535, 7.597, -21.261], [17.517, 4.756, -22.205], [16.405, 5.606, -21.513], [15.201, 4.923, -20.825], [15.150, 5.606, -19.545], [16.210, 6.209, -19.307], [16.542, 6.655, -18.199], [17.010, 6.135, -20.352], [18.315, 5.415, -22.616], [17.324, 4.146, -23.090], [17.891, 3.994, -21.476], [16.059, 6.358, -22.123], [15.286, 3.834, -20.604], [14.367, 5.148, -21.582], [12.343, 10.294, -18.866], [12.622, 11.660, -19.372], [12.345, 11.989, -20.878], [13.261, 12.946, -21.417], [14.010, 13.622, -21.851], [12.590, 9.544, -19.669], [11.263, 10.299, -18.686], [12.885, 9.971, -18.019], [13.657, 11.851, -19.099], [11.976, 12.354, -18.832], [11.355, 12.285, -20.906], [12.370, 11.164, -21.472], [16.069, 9.889, -21.138], [16.017, 9.765, -19.560], [17.385, 9.307, -19.113], [18.282, 10.361, -19.190], [19.067, 11.209, -19.209], [16.779, 10.703, -21.530], [15.112, 10.212, -21.385], [16.343, 8.957, -21.634], [15.327, 8.954, -19.291], [15.733, 10.623, -19.039], [17.773, 8.464, -19.692], [17.371, 8.817, -18.097], [10.756, 1.708, -25.623], [11.590, 2.963, -25.504], [13.123, 2.698, -25.196], [13.811, 3.950, -24.841], [14.302, 4.916, -24.527], [9.759, 2.020, -25.560], [10.657, 1.089, -24.722], [10.802, 1.091, -26.500], [11.127, 3.523, -24.696], [11.705, 3.465, -26.437], [13.568, 2.362, -26.095], [13.322, 2.042, -24.356]]}

Which HOMO level belongs to each record? In order, -7.24 -9.91 eV.